1.
The following is a DFT calculation (wB97M-V/def2-TZVPD) of 2 unconnected molecules or ions with the total composition C2H8NO in a non-equilibrium geometry.

Output
Net charge: +1
Multiplicity: 1
ΔE to the lowest compared entry with this formula, charge and spin (kcal per mole): 6.87
F_max (Eh/bohr): 0.0571
Total energy (eV): -5734.5862

Each line ends with the Mulliken charge.
Positions of all 12 atoms, in Å:
1 O -2.79616 0.54419 -0.04459  -0.677
2 H -3.59131 0.19414 0.44067  0.320
3 H -3.16637 1.28705 -0.55508  0.316
4 H 2.66182 0.12445 0.89650  0.302
5 C 2.15853 -0.31273 -0.02291  -0.999
6 C 0.81902 0.24755 -0.14941  0.322
7 N -0.25176 -0.42494 0.19259  -0.147
8 H 2.17881 -1.42636 0.01643  0.314
9 H 2.79751 -0.05183 -0.93087  0.319
10 H 0.62324 1.26034 -0.44035  0.395
11 H -0.27299 -1.42767 0.54412  0.295
12 H -1.16034 -0.01420 0.05291  0.240

2.
The following is a DFT calculation (wB97M-V/def2-TZVPD) of 11 unconnected molecules or ions with the total composition C51H119N17O11 in a non-equilibrium geometry.

Output
Net charge: 0
Multiplicity: 1
ΔE to the lowest compared entry with this formula, charge and spin (kcal per mole): 170.84
F_max (Eh/bohr): 0.1747
Total energy (eV): -102663.5450
SMILES: CC1(C)CCCC(C)(C)N1O.CC1(C)CCCC(C)(C)N1O.CC1(C)CCCC(C)(C)N1O.CC1(C)CCCC(C)(C)N1O.CC1(C)CCCC(C)(C)N1O.NC(N)=O.NC(N)=O.NC(N)=O.NC(N)=O.NC(N)=O.NC(N)=O

Each line ends with the Mulliken charge.
Positions of all 198 atoms, in Å:
1 C -6.62683 1.95794 -0.10813  -1.713
2 C -6.15275 0.50425 -0.43849  1.973
3 C -4.62080 0.67997 -0.57417  -1.440
4 C -3.88914 -0.68674 -0.69618  -0.406
5 C -4.25947 -1.59758 0.44332  0.618
6 C -5.79318 -1.72123 0.77091  1.828
7 N -6.45872 -0.38485 0.66318  0.269
8 O -7.78096 -0.49335 0.89588  -0.487
9 C -6.38553 -2.81740 -0.01552  -1.996
10 C -5.89044 -2.18510 2.21992  -1.197
11 C -6.68714 0.10276 -1.86191  -1.816
12 H -7.02215 2.54478 -0.93726  0.353
13 H -5.85484 2.55778 0.37388  0.135
14 H -7.56533 1.95295 0.44621  0.520
15 H -4.26667 1.36930 -1.34067  0.719
16 H -4.19334 1.20550 0.27975  -0.268
17 H -2.81631 -0.49449 -0.70933  -0.252
18 H -3.94100 -1.25197 -1.62673  0.530
19 H -3.68111 -1.04498 1.18375  0.025
20 H -3.84476 -2.59396 0.29051  -0.453
21 H -6.14719 -2.73982 -1.07631  0.386
22 H -5.81057 -3.71426 0.21506  0.419
23 H -7.46479 -2.80118 0.13623  0.430
24 H -6.64780 -1.66618 2.80749  0.252
25 H -5.86851 -3.24312 2.48110  0.284
26 H -5.01102 -1.88860 2.79158  0.121
27 H -7.04905 0.96351 -2.42425  0.401
28 H -7.47519 -0.65010 -1.87853  0.333
29 H -5.89789 -0.35780 -2.45611  0.309
30 H -7.94516 0.02257 1.68863  0.387
31 C -4.29559 5.85376 3.76193  -1.808
32 C -3.21256 5.64647 2.70131  1.828
33 C -2.79421 4.10588 2.59334  -1.431
34 C -2.09237 3.70336 1.31005  1.092
35 C -3.02521 4.05288 0.13198  -0.638
36 C -3.30181 5.48779 0.04995  1.405
37 N -3.87159 6.01667 1.35531  0.507
38 O -4.34233 7.35249 1.35778  -0.529
39 C -2.06893 6.25522 -0.53305  -1.703
40 C -4.53165 5.58243 -1.03727  -1.807
41 C -1.86960 6.51290 3.02694  -1.672
42 H -4.15159 5.28341 4.67957  0.362
43 H -5.19083 5.49357 3.25506  0.440
44 H -4.32262 6.89768 4.07435  0.392
45 H -2.00742 3.79052 3.27862  0.091
46 H -3.65709 3.44857 2.70049  0.357
47 H -1.82443 2.64686 1.29922  0.074
48 H -1.24250 4.27338 0.93470  -0.656
49 H -3.91284 3.53731 0.49859  -0.762
50 H -2.66917 3.71002 -0.83951  1.039
51 H -2.36676 7.05728 -1.20840  0.519
52 H -1.48526 6.83654 0.18073  0.230
53 H -1.43127 5.73953 -1.25107  0.193
54 H -5.29449 4.94431 -0.59120  0.389
55 H -4.86238 6.62102 -1.04431  0.439
56 H -4.23787 5.19753 -2.01382  0.422
57 H -1.87370 7.56901 2.75726  0.460
58 H -0.96792 6.21144 2.49383  0.041
59 H -1.55998 6.63714 4.06463  0.410
60 H -5.25256 7.25531 1.64697  0.352
61 C 7.73286 -1.18108 -3.15620  -1.871
62 C 6.65526 -2.07089 -2.43601  1.145
63 C 7.53388 -3.22419 -1.82863  -1.159
64 C 6.84989 -3.95694 -0.68256  -0.734
65 C 6.24196 -2.99228 0.34189  -1.318
66 C 5.31069 -1.92081 -0.26172  1.950
67 N 5.97345 -1.28268 -1.45768  0.243
68 O 5.23812 -0.23539 -1.91840  -0.412
69 C 3.85502 -2.53686 -0.43823  -1.064
70 C 5.28647 -0.80174 0.75219  -1.311
71 C 5.78652 -2.56813 -3.66782  -1.162
72 H 8.42557 -1.53136 -3.92141  0.297
73 H 8.33560 -0.62072 -2.44150  0.431
74 H 7.08199 -0.45152 -3.63809  0.414
75 H 7.88135 -4.01378 -2.49490  0.351
76 H 8.47253 -2.85735 -1.41334  0.443
77 H 7.62870 -4.54059 -0.19173  0.482
78 H 6.15513 -4.75212 -0.95295  0.322
79 H 7.13871 -2.56856 0.79399  0.345
80 H 5.67588 -3.52880 1.10333  0.511
81 H 3.74729 -3.32965 -1.17847  0.174
82 H 3.44752 -2.93513 0.49098  0.519
83 H 3.23730 -1.71231 -0.79411  -0.362
84 H 4.94228 -1.14211 1.72881  0.436
85 H 6.22006 -0.23958 0.77390  0.563
86 H 4.68892 0.07450 0.50068  -0.469
87 H 6.30725 -3.41240 -4.11964  0.452
88 H 5.44679 -1.83937 -4.40375  0.264
89 H 4.88661 -3.11606 -3.38850  0.088
90 H 5.63868 0.47628 -1.41374  0.386
91 C 1.55022 -5.45048 -2.12368  -1.562
92 C 0.20593 -4.96654 -2.74513  1.580
93 C -0.18831 -5.87865 -3.93848  -1.076
94 C -0.94935 -7.15085 -3.47476  -0.818
95 C -2.07110 -6.73926 -2.46300  -1.437
96 C -1.71490 -5.87883 -1.21243  1.980
97 N -0.90002 -4.75741 -1.74080  -0.112
98 O -0.70035 -3.71714 -0.89389  0.458
99 C -3.06243 -5.41246 -0.55485  -1.614
100 C -0.98344 -6.69304 -0.15775  -1.615
101 C 0.58552 -3.54730 -3.30315  -1.548
102 H 2.53382 -5.19277 -2.51638  0.421
103 H 1.58919 -6.50240 -1.84076  0.287
104 H 1.49530 -4.93889 -1.16277  0.210
105 H -0.82694 -5.26945 -4.57810  0.490
106 H 0.66241 -6.20916 -4.53442  0.342
107 H -0.19980 -7.76429 -2.97480  0.338
108 H -1.39058 -7.60875 -4.36004  0.433
109 H -2.52824 -7.58544 -1.95007  0.436
110 H -2.91920 -6.35343 -3.02866  0.471
111 H -3.53369 -6.29352 -0.11925  0.539
112 H -2.89215 -4.56813 0.11314  -0.350
113 H -3.68575 -4.95082 -1.32065  0.492
114 H -1.58783 -7.04920 0.67650  0.448
115 H -0.52254 -7.58607 -0.57986  0.341
116 H -0.24620 -6.00895 0.26247  0.080
117 H -0.17775 -3.14769 -3.97085  0.479
118 H 1.53119 -3.53587 -3.84509  0.394
119 H 0.81566 -2.76099 -2.58423  -0.047
120 H -1.42117 -3.11557 -1.09423  0.232
121 C 2.56425 7.11506 -1.69090  -2.026
122 C 2.84968 5.63139 -1.62798  2.107
123 C 4.27426 5.48792 -2.13876  -1.645
124 C 4.80833 4.03066 -1.87702  -0.398
125 C 4.78449 3.67549 -0.41212  -1.532
126 C 3.38527 3.80053 0.19593  3.057
127 N 2.78305 5.09813 -0.25931  0.119
128 O 1.56571 5.47566 0.47546  -0.092
129 C 2.58006 2.58536 -0.19407  -0.864
130 C 3.54601 3.86606 1.70027  -2.404
131 C 1.81310 4.92162 -2.44459  -1.245
132 H 1.48371 7.23550 -1.61326  0.380
133 H 2.90797 7.60515 -2.60182  0.400
134 H 2.98095 7.66213 -0.84521  0.440
135 H 4.32493 5.63110 -3.21812  0.532
136 H 4.95163 6.18407 -1.64413  0.315
137 H 5.84128 3.90662 -2.20215  0.449
138 H 4.20895 3.30253 -2.42353  0.211
139 H 5.46948 4.37139 0.07227  0.265
140 H 5.17417 2.72988 -0.03521  0.405
141 H 3.07178 1.68875 0.18329  -0.452
142 H 1.55202 2.72846 0.13876  -0.439
143 H 2.64895 2.52041 -1.27995  0.436
144 H 4.04469 4.73240 2.13487  0.473
145 H 2.67956 4.22420 2.25624  0.341
146 H 3.89217 2.96105 2.19950  0.604
147 H 0.84443 4.88170 -1.94642  -0.231
148 H 2.07895 3.90430 -2.73178  0.246
149 H 1.70113 5.41622 -3.40945  0.531
150 H 1.68723 6.39854 0.71026  0.264
151 C 1.90477 -3.31427 4.71591  0.485
152 O 2.61251 -3.96732 5.35910  -0.644
153 N 2.26509 -2.66040 3.64336  0.020
154 N 0.56119 -3.45465 4.67481  -0.255
155 H 1.62621 -2.18263 3.02396  -0.077
156 H 3.24153 -2.63192 3.38673  -0.011
157 H 0.19512 -4.30841 5.07128  0.214
158 H 0.01434 -2.81122 4.12068  0.323
159 C -2.14173 -0.53627 4.15518  0.188
160 O -3.20640 -0.70451 3.61522  -0.516
161 N -1.94964 0.31116 5.15977  -0.430
162 N -0.91521 -0.99462 3.88437  -0.006
163 H -2.51251 1.08986 5.47106  0.242
164 H -1.02287 0.38850 5.55375  0.136
165 H -0.15974 -0.42858 4.24347  0.185
166 H -0.82813 -1.59644 3.07794  -0.306
167 C 0.26058 -0.87806 0.48561  0.493
168 O 0.23511 -1.83821 1.27213  -0.225
169 N 0.87129 -0.73805 -0.65770  1.041
170 N -0.36179 0.18003 0.84397  1.251
171 H 1.05843 0.14984 -1.10126  -0.210
172 H 1.36795 -1.54343 -1.01095  -1.129
173 H -0.54535 0.91711 0.17830  -0.096
174 H -0.70881 0.23112 1.79111  -1.087
175 C -2.38335 -4.31703 3.24196  0.147
176 O -3.21191 -4.35575 4.15500  -0.786
177 N -1.51116 -5.15255 2.84072  -0.152
178 N -2.37659 -3.45313 2.30957  1.311
179 H -1.53580 -6.00206 3.38645  0.271
180 H -0.69674 -5.00625 2.26158  0.069
181 H -1.65704 -3.37650 1.60496  -0.587
182 H -3.01368 -2.68970 2.48675  -0.628
183 C 1.87420 -0.02064 -3.69800  0.379
184 O 1.56066 0.90855 -3.02268  -0.595
185 N 1.21860 -0.37624 -4.79703  -0.476
186 N 2.87635 -0.85566 -3.50821  0.388
187 H 1.49331 -1.22590 -5.26896  0.152
188 H 0.30464 0.05344 -4.78488  0.285
189 H 3.52699 -0.56433 -2.79274  -0.244
190 H 3.16784 -1.45577 -4.26651  0.287
191 C 0.94082 1.69989 3.44260  0.057
192 O 0.82708 1.26390 4.54884  -0.779
193 N 0.19578 2.58474 2.93399  0.519
194 N 2.00663 1.49801 2.67224  0.052
195 H 0.23617 3.04832 2.03757  -0.157
196 H -0.60626 2.80152 3.50831  0.108
197 H 2.54748 0.68853 2.94115  0.042
198 H 2.32993 2.05061 1.89109  -0.019